1.
{"formula": "C22H34InO36S8", "method": "ωB97M-V/def2-TZVPD", "symbols": ["In", "S", "S", "S", "S", "S", "S", "S", "S", "O", "O", "O", "O", "O", "O", "O", "O", "O", "O", "O", "O", "O", "O", "O", "O", "O", "O", "O", "O", "O", "O", "O", "O", "O", "O", "O", "O", "O", "O", "O", "O", "O", "O", "O", "O", "C", "C", "C", "C", "C", "C", "C", "C", "C", "C", "C", "C", "C", "C", "C", "C", "C", "C", "C", "C", "C", "C", "H", "H", "H", "H", "H", "H", "H", "H", "H", "H", "H", "H", "H", "H", "H", "H", "H", "H", "H", "H", "H", "H", "H", "H", "H", "H", "H", "H", "H", "H", "H", "H", "H", "H"], "coordinates": [[-2.1168, 0.5097, -2.4889], [-3.3137, 3.6904, -1.5163], [0.5828, 0.0518, -4.6958], [1.6654, -4.0460, -2.0229], [2.2751, 2.9328, 5.5761], [0.4814, -0.8195, 4.8213], [-1.1122, -2.5898, -2.9924], [-2.2487, -1.7026, 0.1225], [0.4528, 3.0536, -2.1030], [-2.1842, -3.1548, -0.7308], [-2.9138, 2.6213, -2.3745], [1.7879, 4.3548, 4.7247], [-1.6505, -2.4264, -4.5686], [-0.7010, -1.7905, 0.5915], [0.4028, -4.6200, -1.5497], [-0.7240, 0.3361, 4.7413], [1.8930, 2.4108, -1.7452], [-2.4490, -0.5993, -0.8256], [-0.5428, 1.9737, -2.2729], [2.7371, 3.2358, 6.9042], [2.4160, -0.8679, 1.6858], [1.7906, 0.9344, -3.9984], [0.1074, -3.4134, -2.7944], [-2.5706, -3.4494, -2.5872], [0.9759, -1.4161, -3.9585], [1.5869, -0.4382, 3.9780], [-1.1322, -1.3129, -2.2801], [0.8508, -1.1920, 6.1580], [0.2979, 3.6917, -0.5260], [-1.9615, 4.4726, -0.8628], [0.7628, 2.3508, 5.5886], [-3.1222, -1.7563, 1.2704], [-0.3049, -0.3250, -2.1567], [0.6320, 0.1156, -6.1540], [-3.6594, 2.9759, -0.0444], [2.0432, -2.6512, -1.1833], [0.6076, 4.0717, -3.1723], [-4.4005, 4.6167, -1.9023], [-0.6717, 0.4711, -4.0896], [3.0628, 2.0438, 4.7398], [1.9619, -3.9717, -3.4597], [-0.6023, -1.8374, 4.0984], [-1.8694, 1.4655, -0.7162], [1.1963, 1.6299, 2.6700], [2.8134, -4.9102, -1.1685], [1.5500, 3.9518, 0.0677], [-2.7608, 3.4557, 1.0069], [-0.3873, 1.4816, 1.0814], [2.5820, 3.2697, -0.8127], [-2.6600, -3.3788, -4.9285], [0.0072, -0.1715, -0.9471], [3.1494, -4.2708, 0.0455], [-0.1767, -3.1344, 0.4860], [1.9210, -1.1637, -2.8799], [-2.9285, -4.2679, -3.7061], [-0.8734, 0.9382, -0.1702], [-0.0778, 2.8530, 4.5426], [1.0434, -0.7851, -0.1747], [2.3421, 0.2841, -2.8051], [-1.3296, -1.2088, 3.0446], [0.6914, 0.9043, 1.6985], [-1.4892, 0.2512, 3.5711], [-1.4678, 3.8725, 0.2766], [0.3768, 4.3386, 4.5935], [-1.3114, -4.0974, -0.0030], [3.1256, -2.8122, -0.3064], [1.3892, -0.2665, 1.0485], [-0.9198, -4.8123, -0.7266], [1.5183, -1.6590, -0.5956], [3.1690, 2.5973, -0.1871], [1.7392, 5.0252, 0.0608], [-1.9510, -4.5519, 0.7536], [0.0515, 2.3515, 3.5836], [-0.7999, 3.0670, -0.0288], [-1.1171, 2.6745, 4.8187], [-2.4363, -5.2401, -3.6781], [0.7530, -3.0861, -0.0809], [-2.3264, -1.6387, 2.9462], [4.0907, -2.4944, -0.7009], [-0.7983, 4.5947, 0.7438], [0.1303, 4.9639, 3.7353], [-3.2395, 4.1486, 1.6988], [-3.5125, -2.7591, -5.2066], [-0.7764, -1.1561, 2.1070], [-2.5507, 2.5493, 1.5748], [2.0383, 0.7141, -1.8507], [4.1972, -4.5047, 0.2342], [3.3221, 3.8705, -1.3413], [2.7583, -1.8543, -2.7798], [-3.9891, -4.4641, -3.5485], [-0.9197, 2.2727, 1.5884], [-2.3938, -3.9348, -5.8274], [-1.1938, 1.0525, 2.8938], [0.1668, -3.3790, 1.4911], [2.4701, -4.5602, 0.8473], [3.4210, 0.4252, -2.7411], [2.9133, -2.1656, 0.5451], [1.5877, 3.5062, 1.0618], [-0.0927, 4.8194, 5.4517], [1.4110, -1.4993, -1.9769], [-2.5683, 0.3641, 3.6753]], "lowdin_charge": [0.911, 0.842, 0.856, 0.845, 0.734, 0.756, 1.060, 0.885, 0.911, -0.271, -0.301, -0.202, -0.169, -0.306, -0.315, -0.211, -0.257, -0.277, -0.289, -0.222, 0.019, -0.141, -0.343, -0.212, -0.192, -0.223, -0.359, -0.192, -0.312, -0.147, -0.211, -0.171, -0.195, -0.163, -0.191, -0.420, -0.170, -0.198, -0.293, -0.239, -0.167, -0.186, -0.162, -0.023, -0.147, -0.104, -0.086, -0.005, -0.093, -0.120, -0.180, -0.136, -0.057, -0.152, -0.125, -0.220, -0.178, 0.020, -0.102, -0.160, -0.273, -0.178, -0.290, -0.184, -0.033, -0.127, -0.168, 0.101, -0.016, 0.146, 0.155, 0.148, 0.049, 0.014, 0.134, 0.141, 0.085, 0.113, 0.164, 0.165, 0.118, 0.139, 0.142, 0.075, 0.108, 0.088, 0.154, 0.147, 0.142, 0.148, 0.101, 0.144, 0.064, 0.162, 0.143, 0.157, 0.109, 0.139, 0.125, 0.059, 0.141], "multiplicity": 1, "gap_ev": 3.749, "total_charge": 1, "e_tot_ha": -6941.02354, "largest_force_ev_per_a": 16.4, "homo_ha": -0.3516}

=====

2.
{"formula": "C2H3Br2N3", "method": "ωB97M-V/def2-TZVPD", "symbols": ["Br", "Br", "N", "N", "N", "C", "C", "H", "H", "H"], "coordinates": [[2.3083, -1.7262, 0.1769], [1.7268, 1.6801, -0.2962], [-0.8282, 1.1634, 0.5767], [-1.6143, -1.2558, -1.7212], [-0.8414, -1.7854, -1.1239], [0.5810, -0.8975, 0.3377], [0.3598, 0.4604, 0.2329], [-0.9469, 1.6906, -0.3051], [-0.4726, 2.0071, 1.2807], [-0.2725, -1.3367, 0.8414]], "nbo_charge": [0.107, -0.001, -0.822, 0.007, -0.016, -0.320, 0.042, 0.372, 0.382, 0.249], "multiplicity": 1, "gap_ev": 9.469, "e_tot_ha": -5390.26434, "largest_force_ev_per_a": 4.6, "homo_ha": -0.3367}

=====

3.
{"formula": "C4H34BO25", "method": "ωB97M-V/def2-TZVPD", "symbols": ["O", "O", "O", "O", "O", "O", "O", "O", "O", "O", "O", "O", "O", "O", "O", "O", "O", "O", "O", "O", "O", "O", "O", "O", "O", "C", "C", "C", "C", "B", "H", "H", "H", "H", "H", "H", "H", "H", "H", "H", "H", "H", "H", "H", "H", "H", "H", "H", "H", "H", "H", "H", "H", "H", "H", "H", "H", "H", "H", "H", "H", "H", "H", "H"], "coordinates": [[-0.5160, -3.8118, -2.9990], [-2.8137, -0.6313, -0.9446], [0.7972, 2.6496, -0.8241], [2.7505, -1.1647, -0.7046], [2.4503, -3.5887, -3.7702], [-0.7197, -2.1640, -0.7510], [-0.0372, 4.3187, 0.1556], [-1.2504, -1.3799, -3.8991], [-4.7923, 1.1225, 0.0314], [2.6449, -2.6878, 1.4694], [1.4304, -1.0794, -3.1501], [-3.7052, 0.4609, 2.4250], [-3.8268, 4.3769, 1.2978], [-0.9848, 1.2658, -0.4888], [0.5385, 0.6667, -2.3557], [5.3547, -1.8776, 0.7958], [0.3146, 4.5598, 3.0965], [1.3712, 0.3971, -0.2190], [4.0931, -3.8009, -1.6672], [-1.1634, -0.5791, 1.7123], [2.5637, 2.7282, 1.6381], [-2.1305, 2.6236, 0.7727], [0.5187, 1.3399, 2.6440], [1.4405, -3.9659, -0.8163], [-1.8546, 2.8564, 3.5234], [1.4191, -0.2430, -2.3361], [-0.2181, 3.2946, -0.4462], [1.8759, -0.4020, -1.0591], [-1.2513, 2.3957, -0.0569], [0.4176, 1.2253, -0.9759], [0.3216, -4.1778, -3.3421], [4.6187, -2.4629, 0.8260], [3.2081, -3.5963, -3.1896], [-0.6385, -0.6852, -4.0766], [-1.1700, 3.4990, 3.5191], [-0.2643, -2.5392, -1.4641], [2.5560, -2.2006, 2.2676], [0.2415, 4.6307, 2.1457], [-3.1537, 3.8047, 0.9930], [-1.5210, -1.8637, -1.1433], [-4.0069, 1.3565, 2.7154], [3.3545, -4.2571, -1.2754], [-2.1147, -0.9776, -4.0584], [1.6140, 2.4250, 1.7720], [-4.0343, 1.1364, 0.6957], [-3.0152, 0.3612, 3.1041], [-4.2945, 3.8039, 1.9125], [2.7195, -1.9642, 0.8049], [-5.4629, 1.6177, 0.4489], [-0.5631, -2.9170, -3.3997], [-1.5803, 2.4083, 2.7510], [1.2955, 0.8230, 2.8101], [5.0334, -1.0551, 1.0573], [-0.3410, 5.2969, 3.1251], [-2.3412, 0.1868, -0.7398], [-3.7137, -0.3778, -0.7743], [1.7525, -4.6317, -0.2331], [-0.0462, 0.5955, 2.2664], [1.5616, -3.1330, -0.3341], [-2.0880, -0.5416, 2.0086], [1.9346, -2.7991, -3.6020], [2.7102, 3.2562, 0.8637], [-1.2160, -1.0549, 0.8695], [3.9262, -2.8727, -1.4224]], "nbo_charge": [-0.986, -0.989, -0.611, -0.626, -1.007, -1.005, -0.561, -0.951, -0.980, -0.982, -0.546, -0.952, -0.955, -0.631, -0.628, -0.944, -0.928, -0.594, -0.961, -0.985, -0.999, -0.626, -0.986, -0.940, -0.975, 0.669, 0.643, 0.700, 0.724, 1.186, 0.491, 0.480, 0.490, 0.486, 0.487, 0.494, 0.470, 0.487, 0.482, 0.498, 0.489, 0.483, 0.483, 0.498, 0.501, 0.482, 0.442, 0.486, 0.469, 0.485, 0.468, 0.473, 0.459, 0.458, 0.482, 0.498, 0.465, 0.509, 0.485, 0.481, 0.482, 0.471, 0.524, 0.489], "multiplicity": 1, "gap_ev": 9.340, "total_charge": -1, "e_tot_ha": -2078.94326, "largest_force_ev_per_a": 7.7, "homo_ha": -0.2869}